Record 1
37
Properties=species:S:1:pos:R:3:forces:R:3 method="wB97M-V/def2-TZVPD" smiles="N#CC1=CC(=[N+]([O-])[O-])c2no[n+]([O-])c2[C@@H]1[N+]12CCN(CC1)CC2" e_homo_ha=-0.292 e_lumo_ev=-0.720 relative_energy_kcal_mol=245.0 gap_ev=7.23
N -1.6865 -3.7290 -0.7621 0.45 3.14 0.10
C -1.6336 -2.5487 -0.7281 -0.44 -2.45 0.32
C -1.7131 -1.1101 -0.6913 0.92 -0.14 -0.11
C -2.4703 -0.5255 -1.7016 -0.36 1.94 -0.18
C -2.7858 0.8736 -1.7000 0.68 -1.41 -0.27
N -3.2407 1.5139 -2.8882 -0.53 0.90 -2.16
O -3.2200 2.7620 -2.9892 0.05 -1.91 1.01
O -3.5903 0.8112 -3.8690 0.53 0.44 1.75
C -2.5279 1.5806 -0.4802 -2.35 2.86 -0.38
N -3.1577 2.7420 -0.0471 1.95 -2.72 -0.48
O -2.7612 2.8820 1.2552 1.02 -1.12 0.55
N -1.8915 1.7904 1.6509 -0.88 -0.43 -2.02
O -1.4998 1.7105 2.8022 0.01 0.10 -0.48
C -1.7740 0.9925 0.5248 1.58 0.75 1.95
C -1.0323 -0.3060 0.4054 -1.12 -2.39 3.22
N 0.6274 -0.3690 0.5219 1.42 0.94 -1.27
C 1.2142 -1.7976 0.5298 -2.16 0.37 0.01
C 2.7148 -1.7564 0.5024 1.24 0.95 -0.07
N 3.2221 -0.3610 0.4848 -0.68 -0.19 0.01
C 2.6626 0.3259 -0.7085 1.28 -0.26 0.59
C 1.1597 0.3436 -0.7120 -1.18 -0.25 0.45
C 2.7312 0.3183 1.7108 1.18 -0.47 -0.93
C 1.2269 0.3399 1.7652 -2.13 -0.06 -0.46
H -2.8901 -1.1351 -2.5172 0.39 0.33 0.45
H -1.0809 -0.8627 1.4172 -0.81 0.74 -1.33
H 0.7992 -2.3166 -0.3339 -0.05 0.07 0.07
H 0.8316 -2.2853 1.4322 -0.09 0.11 -0.15
H 3.1353 -2.2531 1.3715 0.03 -0.04 0.13
H 3.1031 -2.2688 -0.3740 0.00 0.00 -0.11
H 3.0570 1.3361 -0.7029 0.09 0.17 -0.08
H 3.0479 -0.1774 -1.5921 0.06 -0.02 -0.04
H 0.7406 1.3544 -0.6590 0.06 -0.16 -0.14
H 0.7286 -0.1807 -1.5718 -0.01 0.16 0.16
H 3.1515 -0.2069 2.5679 -0.02 0.03 0.01
H 3.1372 1.3279 1.6995 -0.03 0.05 0.08
H 0.8391 1.3645 1.7381 -0.07 -0.29 0.14
H 0.8255 -0.1793 2.6483 -0.03 0.24 -0.34

=====

Record 2
98
Properties=species:S:1:pos:R:3:forces:R:3 method="wB97M-V/def2-TZVPD" s2=3.792 charge=+1 e_homo_ha="-0.348 / -0.388" e_lumo_ev="-2.135 / -3.718" relative_energy_kcal_mol=12.1 multiplicity=4 gap_ev="7.33 / 6.84"
C 2.1945 -2.1478 -1.2718 0.43 0.35 -0.13
C 1.8587 0.0130 -2.1535 0.39 -0.31 0.33
C 3.1460 -2.4335 -2.2510 -0.32 -0.08 0.06
C 2.7551 -0.2435 -3.1930 -0.23 -0.12 -0.02
C 3.4225 -1.4691 -3.2194 -0.09 0.28 0.13
H 3.6195 -3.4115 -2.2420 -0.05 0.18 -0.21
H 2.9064 0.5280 -3.9481 0.07 -0.32 0.10
H 4.1475 -1.6653 -4.0049 -0.10 -0.03 0.14
N 1.6847 -0.9124 -1.1785 -0.52 0.13 -0.69
P 0.0420 -2.6087 0.4135 -0.15 -2.23 0.10
P 0.9715 1.9857 -0.3428 0.26 0.47 -0.58
C 1.6720 -3.1712 -0.2836 0.28 0.02 0.14
H 1.5804 -4.1578 -0.7621 0.09 0.32 0.09
H 2.3845 -3.2916 0.5488 -0.19 0.07 -0.22
C 1.0382 1.2407 -2.0260 -2.20 -0.26 -0.71
H 1.1538 1.9577 -2.8437 0.34 -0.14 0.16
C -0.3625 3.3546 -0.4164 0.12 -0.17 -0.16
C 2.6854 2.7602 -0.1240 -0.45 0.14 -0.04
C -1.2080 -3.3878 -0.8004 -0.02 -0.19 0.35
C -0.0147 -3.4495 2.1108 -0.14 -0.17 -0.30
C -1.6727 2.7742 0.1467 -0.18 -0.03 0.03
H -1.5217 2.2525 1.1025 -0.03 0.12 -0.20
H -2.3817 3.6012 0.3031 0.17 -0.14 -0.02
H -2.1387 2.0676 -0.5470 0.09 0.17 0.21
C 0.0343 4.5488 0.4619 -0.05 0.13 0.04
H 0.1992 4.2501 1.5051 -0.02 0.09 -0.23
H 0.9163 5.0780 0.0812 -0.23 -0.17 0.16
H -0.8023 5.2650 0.4544 0.20 -0.21 -0.01
C -0.6002 3.8479 -1.8511 -0.15 0.13 -0.02
H -1.3903 4.6133 -1.8123 0.15 -0.18 -0.06
H 0.2851 4.3198 -2.2929 -0.24 -0.09 0.08
H -0.9475 3.0478 -2.5155 0.07 0.26 0.16
C 2.8155 3.2743 1.3248 0.16 0.04 0.09
H 2.3972 2.5547 2.0402 0.13 0.24 -0.10
H 3.8853 3.3798 1.5537 -0.23 0.05 0.02
H 2.3435 4.2489 1.4769 0.13 -0.29 -0.02
C 3.7670 1.6826 -0.3108 -0.04 -0.09 -0.01
H 3.6495 0.8663 0.4137 0.06 0.09 -0.19
H 3.7775 1.2696 -1.3255 0.06 0.11 0.29
H 4.7445 2.1552 -0.1278 -0.25 -0.15 -0.05
C 2.8999 3.8907 -1.1567 0.50 0.14 -0.14
H 2.1431 3.9329 -1.9508 0.26 -0.04 0.29
H 2.9436 4.8720 -0.6644 -0.08 -0.24 -0.20
H 3.8685 3.7419 -1.6573 -0.23 0.12 0.10
C -1.4161 -3.2549 2.7136 -0.03 -0.05 0.16
H -1.3922 -3.5827 3.7647 0.00 0.06 -0.23
H -1.7097 -2.1936 2.7003 0.04 -0.25 -0.04
H -2.1822 -3.8552 2.2060 0.27 0.16 0.16
C 0.9991 -2.7566 3.0361 -0.06 0.16 -0.04
H 2.0163 -2.7730 2.6260 -0.13 0.05 0.13
H 0.7142 -1.7205 3.2467 0.03 -0.25 -0.05
H 1.0175 -3.3008 3.9920 0.01 0.12 -0.24
C 0.3639 -4.9374 2.0493 -0.07 -0.15 0.25
H 0.5179 -5.2848 3.0812 0.00 0.01 -0.23
H -0.4173 -5.5665 1.6147 0.28 0.19 0.11
H 1.3018 -5.1024 1.5038 -0.20 -0.02 0.13
C -0.8969 -2.9672 -2.2446 0.05 0.30 -0.01
H -1.5891 -3.4996 -2.9132 0.20 0.06 0.18
H -1.0700 -1.8974 -2.3908 0.13 -0.26 0.02
H 0.1277 -3.2109 -2.5458 -0.14 -0.04 -0.04
C -2.6050 -2.8579 -0.4412 -0.16 0.08 -0.03
H -2.6251 -1.7595 -0.4996 -0.03 -0.36 0.03
H -3.3243 -3.2573 -1.1722 0.13 0.09 0.18
H -2.9317 -3.1664 0.5589 0.05 0.08 -0.36
C -1.1832 -4.9247 -0.7614 -0.25 -0.08 -0.07
H -0.1759 -5.3302 -0.9303 -0.27 0.02 0.12
H -1.5981 -5.3363 0.1664 0.13 0.16 -0.29
H -1.8183 -5.2898 -1.5837 0.17 0.07 0.21
Co 0.2408 -0.4032 0.2021 -2.14 -0.33 -2.50
C 1.2076 0.0379 1.5395 4.32 1.60 6.80
O 1.9163 0.2673 2.4474 -2.05 -0.54 -2.92
N -1.0838 0.0049 -1.0693 -0.33 1.24 -1.59
C -0.7355 0.5647 -2.1308 2.63 0.02 1.59
C -1.4008 0.7083 -3.4247 -0.21 -0.25 -0.21
C -2.7878 0.5300 -3.3832 -0.14 0.15 -0.23
C -0.7405 0.9538 -4.6400 -0.39 0.01 0.25
C -3.5397 0.6873 -4.5438 0.16 -0.05 0.02
H -3.2416 0.2779 -2.4187 0.08 0.18 -0.43
C -1.5016 1.0898 -5.8024 0.01 -0.05 0.14
H 0.3498 1.0156 -4.6657 -0.39 0.06 -0.06
C -2.8966 0.9758 -5.7529 0.12 -0.03 0.23
H -4.6234 0.5820 -4.4903 0.28 0.03 -0.15
H -0.9978 1.2867 -6.7492 -0.20 -0.06 0.23
H -3.4853 1.1040 -6.6593 0.16 -0.03 0.18
C -2.0949 2.7334 4.3227 -0.04 0.07 0.19
P -1.4862 1.0345 4.2620 0.24 -0.33 -0.83
C 0.0674 1.0178 5.1893 -0.13 0.08 0.16
C -2.6625 0.0357 5.1969 -0.04 0.09 0.20
O -1.3062 0.5284 2.8566 0.06 0.09 0.30
H -3.0434 2.8031 3.7753 0.23 -0.03 0.10
H -1.3619 3.4106 3.8649 -0.18 -0.19 0.08
H -2.2578 3.0320 5.3662 0.02 0.03 -0.23
H -0.0839 1.4350 6.1921 0.12 -0.10 -0.15
H 0.4323 -0.0133 5.2726 -0.09 0.21 -0.02
H 0.8162 1.6116 4.6520 -0.18 -0.10 0.11
H -3.5794 -0.0786 4.6057 0.21 0.03 0.13
H -2.2327 -0.9543 5.3933 -0.10 0.21 -0.08
H -2.9027 0.5215 6.1507 0.01 -0.17 -0.15

=====

Short version: strongest force on any atom = 4.166 8.214 eV Å⁻¹, in the order given.